19
Properties=species:S:1:pos:R:3 method="wB97M-V/def2-TZVPD" e_lumo_ev="3.7388 / 3.6453" total_charge=-1 orbital_gap_ev="2.90 / 6.81" e_above_lowest_ev=2.336 multiplicity=2
O 2.198 -0.038 -1.169
C 1.304 0.780 -1.184
C 0.204 0.446 -0.259
C -0.935 -0.265 -1.184
C -1.589 -1.365 -0.307
O -2.427 -0.831 0.723
N -0.211 1.784 0.367
H 1.491 1.640 -1.863
H 0.521 -0.182 0.569
H -0.307 -0.752 -1.915
H -1.513 0.570 -1.606
H -1.012 -2.121 0.157
H -2.300 -2.002 -0.821
H -1.963 -0.497 1.372
H -0.798 1.524 1.205
H 0.569 2.257 0.730
H 2.787 0.230 1.727
H 2.027 -1.012 1.493
O 1.953 -0.165 1.965


51
Properties=species:S:1:pos:R:3 method="wB97M-V/def2-TZVPD" e_lumo_ev="-6.3255 / -10.9007" total_charge=+2 orbital_gap_ev="4.42 / 4.79" e_above_lowest_ev=0.000 multiplicity=6
P 1.074 1.754 1.572
P 1.740 -1.201 1.805
C 0.427 0.655 0.240
C 0.239 -0.735 0.789
H 1.145 0.697 -0.592
H -0.517 1.107 -0.079
H -0.642 -0.820 1.441
H 0.135 -1.466 -0.021
C 2.821 -1.916 0.509
H 3.626 -2.465 1.011
H 3.244 -1.129 -0.129
H 2.220 -2.607 -0.099
C 1.136 -2.681 2.677
H 0.647 -3.342 1.947
H 0.421 -2.385 3.455
H 1.998 -3.191 3.128
C 1.724 3.192 0.707
H 1.972 3.958 1.451
H 0.915 3.524 0.046
H 2.611 2.898 0.128
C -0.402 2.296 2.478
H -0.840 1.461 3.042
H -1.091 2.661 1.707
H -0.104 3.107 3.157
Ir 2.461 0.604 2.877
C -2.435 -2.185 -2.036
C -1.270 -2.168 -2.695
C -0.958 -1.417 -3.958
C -1.864 -0.201 -4.278
C -1.883 0.863 -3.214
C -2.661 0.942 -2.126
C -3.760 -0.004 -1.734
C -3.697 -1.426 -2.345
C 2.965 2.538 3.594
H -2.536 -2.851 -1.169
H -0.469 -2.842 -2.363
H -1.003 -2.108 -4.819
H 0.085 -1.066 -3.909
H -1.429 0.272 -5.175
H -2.863 -0.550 -4.565
H -1.173 1.678 -3.409
H -2.584 1.833 -1.490
H -4.738 0.437 -2.002
H -3.766 -0.101 -0.637
H -4.519 -1.994 -1.875
H -3.927 -1.378 -3.417
H 3.131 2.449 4.687
H 2.319 3.399 3.373
H 3.926 2.743 3.093
N 4.438 -0.657 5.007
C 3.710 -0.183 4.215


26
Properties=species:S:1:pos:R:3 method="wB97M-V/def2-TZVPD" e_lumo_ev=0.0858 orbital_gap_ev=7.62 e_above_lowest_ev=2.842
C -0.042 2.281 1.707
C -0.465 1.018 1.567
C 0.417 3.115 0.630
C 1.091 -3.324 0.157
C -0.304 -3.143 0.082
C -0.767 0.476 0.271
C 0.129 2.773 -0.651
C 1.852 -2.210 0.067
C -0.862 -1.889 0.215
C -0.337 1.436 -0.901
C 1.289 -0.926 0.015
C -0.312 0.761 -2.061
N -0.141 -0.791 0.050
N 1.872 0.193 0.232
Br 3.657 0.321 0.126
H 0.084 2.799 2.727
H -0.736 0.521 2.393
H 0.816 4.124 0.769
H 1.422 -4.261 0.300
H -0.812 -4.085 0.141
H -1.804 0.432 0.082
H 0.347 3.235 -1.623
H 2.869 -2.342 0.179
H -1.840 -1.615 0.317
H -0.625 -0.303 -2.265
H 0.161 1.244 -2.995


24
Properties=species:S:1:pos:R:3 method="wB97M-V/def2-TZVPD" e_lumo_ev=0.5943 orbital_gap_ev=9.73 e_above_lowest_ev=3.882
C 4.043 0.065 -0.323
C 1.316 -0.690 1.343
C 1.981 0.425 1.553
C -0.010 -1.091 0.909
C -1.925 -0.635 -0.786
C 0.384 -0.736 -1.400
C -0.447 1.220 -0.124
C -0.527 -0.224 -0.293
N 4.315 0.949 -1.022
N 2.762 1.309 1.697
O -0.576 -2.113 1.270
O 3.845 -0.797 0.404
H 2.058 -1.430 1.767
H -2.212 -1.652 -0.965
H -1.924 -0.156 -1.736
H -2.772 -0.178 -0.197
H 0.398 -0.343 -2.440
H 1.339 -0.657 -1.067
H 0.203 -1.772 -1.621
H -1.118 1.652 -0.791
H -0.646 1.547 0.901
H 0.545 1.652 -0.405
H 3.918 1.677 -1.622
H 2.752 1.940 2.470


83
Properties=species:S:1:pos:R:3 method="wB97M-V/def2-TZVPD" e_lumo_ev=2.1495 total_charge=-1 orbital_gap_ev=7.95 e_above_lowest_ev=0.000
Cl 0.607 -0.536 0.302
O 0.202 0.264 -0.882
O 0.175 -1.886 0.299
O 2.014 -0.603 0.437
O 0.110 0.128 1.476
O -1.562 4.812 -5.449
C -1.252 4.119 -4.497
O -0.440 3.033 -4.740
C -0.306 2.163 -3.592
C -1.488 2.607 -2.660
C -1.783 4.051 -3.054
H 0.661 2.259 -3.097
H -0.354 1.176 -4.052
H -1.239 2.420 -1.615
H -2.282 1.916 -2.943
H -1.070 4.712 -2.560
H -2.806 4.423 -3.005
O -1.072 -6.765 1.015
C -2.147 -6.135 1.184
O -3.151 -6.679 1.816
C -4.304 -5.789 1.896
C -3.887 -4.450 1.364
C -2.495 -4.775 0.677
H -4.636 -5.804 2.934
H -5.046 -6.341 1.319
H -3.701 -3.746 2.175
H -4.728 -4.005 0.833
H -1.745 -3.991 0.780
H -2.500 -4.762 -0.413
O 6.642 3.860 0.763
C 5.960 2.875 0.856
O 5.726 2.040 -0.139
C 4.737 1.052 0.133
C 4.652 0.996 1.652
C 5.256 2.313 2.141
H 5.054 0.062 -0.195
H 3.845 1.397 -0.388
H 5.129 0.060 1.940
H 3.607 1.051 1.956
H 6.035 2.237 2.899
H 4.529 3.075 2.423
O 1.150 -2.925 -6.451
C 1.080 -3.277 -5.287
O 1.582 -2.502 -4.233
C 1.695 -3.334 -3.023
C 0.704 -4.536 -3.203
C 0.814 -4.678 -4.669
H 1.702 -2.899 -2.023
H 2.745 -3.621 -3.082
H -0.265 -4.334 -2.747
H 1.035 -5.495 -2.806
H -0.110 -5.088 -5.079
H 1.616 -5.334 -5.008
N 1.271 -0.892 4.144
C 2.173 0.026 4.560
C 1.773 0.464 5.823
C 0.563 -0.088 6.141
C 0.298 -1.071 5.106
H 1.229 -1.332 3.236
H 2.992 0.256 3.894
H 2.354 1.265 6.257
H 0.205 -0.007 7.157
H -0.498 -1.785 4.952
N -3.464 0.844 0.687
C -4.287 1.249 -0.281
C -5.655 1.247 0.132
C -5.570 0.849 1.474
C -4.257 0.584 1.771
H -2.465 0.772 0.817
H -3.898 1.432 -1.272
H -6.445 1.566 -0.532
H -6.474 0.663 2.035
H -3.743 0.056 2.560
C 0.764 6.132 0.011
C 1.281 4.826 0.434
O 2.045 4.706 1.420
C 0.913 3.668 -0.458
H 0.919 6.987 0.670
H -0.310 5.950 -0.008
H 1.194 6.514 -0.915
H 0.538 4.136 -1.368
H 0.075 3.088 -0.073
H 1.784 3.084 -0.755


22
Properties=species:S:1:pos:R:3 method="wB97M-V/def2-TZVPD" e_lumo_ev=-0.5430 orbital_gap_ev=6.81 e_above_lowest_ev=7.724
C -0.590 -0.384 -1.473
N -1.601 -1.284 -0.888
C -1.820 -0.898 0.575
N -2.978 -1.713 0.980
C 0.794 -0.119 -0.850
C 1.431 1.195 -1.237
C 1.806 2.001 0.034
C 2.139 1.224 1.362
H -0.381 -0.630 -2.435
H -1.035 0.612 -1.490
H -1.366 -2.254 -0.807
H -0.891 -1.186 1.017
H -1.961 0.101 0.811
H -2.743 -2.492 1.526
H -3.671 -1.201 1.500
H 1.323 -1.018 -1.183
H 0.696 -0.126 0.240
H 2.240 1.113 -2.009
H 1.030 1.723 0.961
H 2.220 2.963 0.106
H 2.442 1.924 2.169
H 2.916 0.450 1.093


102
Properties=species:S:1:pos:R:3 method="wB97M-V/def2-TZVPD" e_lumo_ev=-1.6743 orbital_gap_ev=6.45
C -0.918 -5.095 -4.304
C -1.931 -5.318 -3.181
C -2.913 -4.153 -2.988
C -2.239 -2.829 -2.898
C -2.008 -2.006 -3.912
F -2.375 -2.290 -5.145
C -1.349 -0.695 -3.701
O -1.573 0.258 -4.412
C -0.386 -0.658 -2.568
N 0.733 0.250 -2.634
C 0.477 1.308 -2.058
S 0.280 2.453 -1.024
C -0.583 -1.456 -1.532
C 0.312 -1.554 -0.330
O 1.473 -2.326 -0.627
C 1.221 -3.661 -0.682
C 1.823 -4.497 0.411
O 0.581 -4.161 -1.581
C -1.805 -2.330 -1.562
O -2.394 -2.591 -0.540
H -1.421 -4.534 -5.083
H -0.039 -4.570 -3.954
H -0.644 -6.054 -4.727
H -2.531 -6.178 -3.465
H -1.452 -5.589 -2.249
H -3.431 -4.310 -2.049
H -3.626 -4.171 -3.801
H 0.670 -0.561 -0.095
H -0.218 -1.907 0.547
H 1.527 -4.159 1.396
H 1.481 -5.510 0.271
H 2.901 -4.496 0.277
N -3.497 2.124 1.231
C -4.741 2.691 1.204
C -4.613 4.002 1.580
C -3.234 4.234 1.842
C -2.573 3.057 1.617
H -3.294 1.168 1.005
H -5.606 2.117 0.920
H -5.417 4.716 1.657
H -2.781 5.159 2.160
H -1.531 2.803 1.699
N 0.252 0.280 -6.620
C 0.961 -0.884 -6.528
C 1.956 -0.850 -7.471
C 1.842 0.388 -8.157
C 0.782 1.061 -7.606
H -0.541 0.517 -6.041
H 0.700 -1.638 -5.803
H 2.683 -1.625 -7.648
H 2.465 0.742 -8.960
H 0.363 2.026 -7.833
N -3.498 4.733 5.176
C -3.373 6.041 5.553
C -2.667 6.074 6.726
C -2.351 4.733 7.069
C -2.876 3.931 6.091
H -3.970 4.411 4.349
H -3.795 6.832 4.957
H -2.408 6.962 7.279
H -1.801 4.397 7.932
H -2.861 2.861 5.968
N 2.044 -6.958 -5.979
C 1.275 -6.934 -7.111
C 1.172 -8.217 -7.576
C 1.905 -9.051 -6.688
C 2.429 -8.247 -5.714
H 2.285 -6.155 -5.427
H 0.869 -6.010 -7.485
H 0.630 -8.525 -8.454
H 2.030 -10.118 -6.758
H 3.038 -8.478 -4.857
N 5.479 -6.379 -4.593
C 6.679 -5.723 -4.633
C 7.346 -5.994 -3.469
C 6.518 -6.851 -2.696
C 5.376 -7.073 -3.416
H 4.784 -6.358 -5.316
H 6.953 -5.123 -5.483
H 8.320 -5.621 -3.201
H 6.738 -7.260 -1.724
H 4.503 -7.662 -3.194
N -1.457 8.782 9.554
C -2.519 9.391 10.165
C -2.916 8.596 11.204
C -2.058 7.462 11.225
C -1.167 7.606 10.198
H -0.967 9.146 8.759
H -2.899 10.333 9.808
H -3.731 8.802 11.877
H -2.093 6.638 11.916
H -0.356 6.977 9.871
N 0.705 7.308 7.060
C 1.501 6.232 7.342
C 2.402 6.099 6.321
C 2.142 7.138 5.387
C 1.091 7.867 5.873
H -0.047 7.633 7.634
H 1.358 5.655 8.240
H 3.165 5.341 6.250
H 2.666 7.328 4.466
H 0.585 8.731 5.477


58
Properties=species:S:1:pos:R:3 method="wB97M-V/def2-TZVPD" e_lumo_ev=-0.0845 orbital_gap_ev=10.16 e_above_lowest_ev=0.000
Li -0.802 0.038 0.264
N -0.698 -1.833 0.105
S -1.620 -2.897 -0.591
O -2.330 -3.810 0.250
O -1.209 -3.375 -1.895
F -2.750 -1.839 -1.110
S 0.219 -2.893 0.996
O 1.021 -3.809 0.245
O -0.320 -3.313 2.248
F 1.353 -1.774 1.342
C -0.334 1.416 -3.748
O -0.215 2.587 -2.921
C -0.623 2.508 -1.687
O -0.935 1.512 -1.077
O -0.520 3.710 -1.143
C -0.841 3.854 0.216
H -0.837 0.574 -3.278
H 0.685 1.135 -4.003
H -0.864 1.666 -4.662
H -1.140 2.911 0.681
H -1.536 4.623 0.544
H 0.073 4.056 0.787
C -4.635 2.321 0.844
O -4.537 1.269 1.803
C -3.428 0.578 1.932
O -2.436 0.675 1.253
O -3.584 -0.230 2.976
C -2.506 -1.109 3.246
H -5.637 2.281 0.435
H -3.879 2.133 0.075
H -4.385 3.287 1.280
H -2.236 -1.798 2.438
H -2.787 -1.726 4.092
H -1.543 -0.622 3.422
C 4.054 1.383 0.991
O 2.708 0.964 0.775
C 1.785 1.211 1.686
O 0.620 0.968 1.509
O 2.274 1.791 2.785
C 1.404 2.597 3.554
H 4.567 0.770 1.740
H 4.246 2.373 1.406
H 4.534 1.217 0.033
H 0.985 3.417 2.967
H 1.923 3.020 4.408
H 0.560 1.998 3.905
C 1.857 -4.820 -2.816
O 2.615 -3.964 -3.670
C 2.775 -2.666 -3.401
O 3.532 -1.968 -4.014
O 1.988 -2.294 -2.399
C 2.128 -1.004 -1.868
H 0.852 -4.421 -2.686
H 2.357 -4.956 -1.857
H 1.832 -5.785 -3.316
H 1.247 -0.789 -1.256
H 2.001 -0.240 -2.639
H 2.974 -0.908 -1.193


23
Properties=species:S:1:pos:R:3 method="wB97M-V/def2-TZVPD" e_lumo_ev="4.4033 / 4.3527" total_charge=-2 orbital_gap_ev="3.24 / 5.97" e_above_lowest_ev=0.553 multiplicity=5
Cr -0.131 -0.359 -0.670
S 0.943 -2.179 -0.360
O 0.605 -1.036 0.474
O 0.241 -1.727 -1.567
O 2.336 -2.324 -0.550
O 0.445 -3.471 0.183
C -0.858 1.683 1.909
C -0.688 1.235 0.666
C 0.663 1.508 -0.065
O 0.921 0.929 -1.207
C 1.598 2.303 0.346
C 1.523 2.812 1.689
C 0.177 2.561 2.519
O 0.194 2.948 3.688
O 2.465 3.209 2.372
O -1.485 0.360 0.153
H -1.638 1.390 2.596
H 2.540 2.524 -0.134
C -1.885 -2.473 -2.545
Cl -1.604 -0.903 -1.734
Cl -3.559 -2.662 -3.063
Cl -1.538 -3.735 -1.267
H -1.265 -2.591 -3.434


48
Properties=species:S:1:pos:R:3 method="wB97M-V/def2-TZVPD" e_lumo_ev=-7.1329 total_charge=+2 orbital_gap_ev=7.67 e_above_lowest_ev=0.000
Rh 0.348 -1.730 -0.151
F -1.354 -3.488 1.774
C -0.688 -2.548 2.468
C 0.105 -1.612 1.818
C 0.723 -0.671 2.622
F 1.515 0.284 2.079
C 0.575 -0.642 3.998
F 1.190 0.287 4.713
C -0.219 -1.594 4.619
F -0.374 -1.582 5.926
C -0.855 -2.550 3.844
F -1.630 -3.458 4.410
S 0.710 -4.170 -0.394
C 1.959 -3.132 -0.202
N 2.539 -2.107 -0.049
C 1.893 3.383 -0.472
N 2.726 2.309 -1.197
C 2.282 2.269 -2.672
N 0.880 2.048 -2.769
C 0.147 3.093 -2.057
N 0.505 3.131 -0.640
C 0.014 1.977 0.113
P 0.801 0.452 -0.551
C 2.571 0.969 -0.538
C 0.471 0.705 -2.355
H 2.171 4.337 -0.921
H 2.188 3.363 0.576
H 3.712 2.577 -1.157
H 2.854 1.479 -3.157
H 2.550 3.237 -3.095
H -0.922 2.916 -2.157
H 0.381 4.059 -2.505
H -1.068 1.899 0.000
H 0.238 2.090 1.173
H 3.154 0.225 -1.084
H 2.961 1.027 0.477
H -0.592 0.565 -2.557
H 1.017 -0.045 -2.935
C -3.373 -3.304 -0.780
S -2.918 -1.805 0.074
C -4.116 -0.692 -0.629
O -1.613 -1.326 -0.617
H -3.360 -3.127 -1.854
H -4.367 -3.596 -0.441
H -2.659 -4.074 -0.496
H -5.104 -1.039 -0.325
H -4.022 -0.690 -1.713
H -3.943 0.299 -0.214


So what do the calculations give for total energy? Going down the list: -439.36432; -1469.13614; -3147.23298; -571.93072; -2600.42215; -346.24330; -2827.45768; -2733.95406; -3693.32322; -2624.22382 hartree.